Record 1
Formula: C18H21NO8
Source: the Open Molecules 2025 dataset
Level of theory: ωB97M-V with the def2-TZVPD basis set

Geometry (Å):
O  -4.384  0.920  3.112
O  3.264  -1.265  -0.647
O  -3.135  2.512  -0.511
O  4.003  -5.674  -2.647
O  1.301  -2.270  -0.131
O  -3.189  0.568  1.175
O  -0.289  -0.850  2.774
O  -1.254  -0.443  -0.366
C  -4.092  1.241  1.949
C  2.514  -2.187  -0.718
C  -5.711  4.927  0.448
C  -6.322  4.313  1.541
C  -4.646  4.278  -0.189
C  -5.767  3.112  2.025
C  -4.132  3.080  0.256
C  -4.659  2.483  1.376
N  2.959  -3.350  -1.391
C  4.934  -4.612  -2.342
C  3.000  -5.842  -1.601
C  4.162  -3.314  -2.237
C  2.171  -4.573  -1.339
C  0.155  -0.093  -0.237
C  -1.419  0.052  2.834
C  0.813  -1.123  0.619
C  -2.430  -0.476  1.807
C  -0.292  -1.570  1.527
C  -1.585  -1.240  0.783
H  -2.870  1.706  -0.045
H  -6.071  5.853  0.075
H  -7.133  4.802  2.066
H  -4.241  4.783  -1.067
H  -6.198  2.714  2.934
H  5.454  -4.842  -1.408
H  5.676  -4.536  -3.164
H  3.474  -6.187  -0.649
H  2.353  -6.639  -1.954
H  3.908  -3.047  -3.267
H  4.864  -2.568  -1.854
H  1.674  -4.701  -0.376
H  1.396  -4.532  -2.098
H  0.315  0.882  0.245
H  0.563  -0.070  -1.268
H  -1.811  0.071  3.860
H  -1.115  1.077  2.583
H  1.645  -0.697  1.167
H  -3.107  -1.198  2.287
H  -0.209  -2.614  1.798
H  -2.066  -2.188  0.448

Summary:
HOMO-LUMO gap ... 0.3388 hartree
SMILES ... O=C(O[C@@H]1CO[C@H]2[C@@H]1OC[C@@H]2OC(=O)N1CCOCC1)c1ccccc1O
E_tot ... -1355.16936 hartree
Strongest force on any atom ... 3.37 eV Å⁻¹
Energy relative to the best compared isomer or geometry (same formula, charge and spin) ... 0.00 kcal/mol
HOMO level ... -0.32912 Ha

***

Record 2
Formula: C18H22AsF6IrNO4
Source: the Open Molecules 2025 dataset
Level of theory: ωB97M-V with the def2-TZVPD basis set

Geometry (Å):
Ir  -0.276  -0.105  -0.060
C  1.558  -3.091  2.048
O  1.219  -1.916  1.271
C  -0.064  -1.725  1.048
O  -0.996  -2.382  1.396
H  2.640  -3.094  2.101
H  1.184  -3.981  1.549
H  1.112  -3.012  3.037
F  1.642  0.625  -0.453
As  3.510  0.805  -0.711
F  3.630  -0.800  -0.115
F  3.530  1.402  0.902
F  5.189  0.979  -0.919
F  3.165  2.392  -1.267
F  3.229  0.210  -2.291
C  -3.878  -1.429  -7.394
C  -3.401  -1.095  -6.008
C  -3.828  -1.822  -4.908
C  -3.327  -1.586  -3.634
C  -3.851  -2.383  -2.465
C  -2.351  -0.597  -3.483
C  -1.942  0.200  -4.564
C  -0.972  1.343  -4.392
C  -2.487  -0.063  -5.809
C  -1.686  -0.433  -2.179
O  -2.309  -0.276  -1.093
O  -0.402  -0.461  -2.109
H  -4.705  -2.137  -7.373
H  -3.064  -1.877  -7.966
H  -4.195  -0.534  -7.931
H  -4.571  -2.602  -5.039
H  -4.374  -3.271  -2.816
H  -4.552  -1.781  -1.884
H  -3.058  -2.688  -1.783
H  -1.265  1.982  -3.555
H  -0.941  1.951  -5.294
H  0.035  0.979  -4.184
H  -2.185  0.550  -6.652
C  -2.867  -0.026  2.043
C  -2.095  1.235  1.853
C  -2.299  2.432  2.427
C  -1.305  3.349  1.904
C  -0.516  2.678  1.028
C  0.642  3.205  0.256
N  -0.977  1.359  0.967
H  -3.716  0.152  2.698
H  -2.247  -0.808  2.477
H  -3.217  -0.414  1.087
H  -3.079  2.643  3.142
H  -1.183  4.393  2.147
H  0.679  4.289  0.317
H  0.616  2.896  -0.789
H  1.578  2.810  0.645

Summary:
HOMO-LUMO gap (alpha / beta) ... 0.2439 / 0.2058 hartree
Multiplicity ... 2
E_tot ... -3994.15546 hartree
Strongest force on any atom ... 4.17 eV Å⁻¹
Energy relative to the best compared isomer or geometry (same formula, charge and spin) ... 38.58 kcal/mol
HOMO level (alpha / beta) ... -0.31686 / -0.31476 Ha

***

Record 3
Formula: C18H22BF13N2O4
Source: the Open Molecules 2025 dataset
Level of theory: ωB97M-V with the def2-TZVPD basis set

Geometry (Å):
C  0.173  2.196  -2.653
C  0.046  1.271  -3.904
O  -0.540  -0.002  -3.529
B  0.339  -0.865  -2.937
O  1.702  -0.581  -2.761
C  -0.219  -2.318  -2.450
C  0.948  -3.281  -2.577
N  1.624  -4.171  -2.688
C  -1.361  -2.723  -3.452
C  -2.708  -2.153  -3.114
N  -3.728  -1.714  -2.932
C  -0.697  -2.153  -0.963
C  -0.906  -3.564  -0.303
C  -2.167  -3.693  0.574
F  -3.173  -2.867  0.183
F  -2.661  -4.958  0.376
C  -1.950  -3.422  2.097
F  -3.190  -3.290  2.646
F  -1.348  -2.218  2.237
C  -1.262  -4.579  2.892
F  -0.233  -5.165  2.245
F  -2.201  -5.544  3.046
C  -0.816  -4.191  4.354
F  -1.664  -3.356  4.957
F  -0.839  -5.348  5.076
C  0.654  -3.635  4.459
F  0.635  -2.691  5.437
F  1.089  -3.013  3.350
C  1.727  -4.685  4.922
F  2.931  -4.098  4.733
F  1.741  -5.794  4.203
F  1.662  -4.927  6.223
H  -0.649  1.981  -1.946
H  1.157  2.079  -2.161
H  0.102  3.240  -3.024
H  1.006  1.169  -4.440
H  -0.672  1.765  -4.590
H  1.917  -0.521  -1.817
H  -1.090  -2.323  -4.452
H  -1.439  -3.820  -3.594
H  0.163  -1.681  -0.431
H  -1.544  -1.455  -0.852
H  0.032  -3.822  0.225
H  -1.007  -4.327  -1.104
C  0.547  6.659  -1.975
O  1.126  5.610  -1.214
C  2.351  5.994  -0.600
C  2.158  6.308  0.873
O  1.363  7.471  1.057
C  0.022  7.168  1.411
H  -0.475  6.372  -2.222
H  0.521  7.597  -1.417
H  1.107  6.800  -2.905
H  2.799  6.844  -1.123
H  3.034  5.143  -0.691
H  3.136  6.516  1.318
H  1.725  5.451  1.399
H  -0.023  6.832  2.451
H  -0.407  6.404  0.758
H  -0.566  8.080  1.312

Summary:
HOMO-LUMO gap ... 0.3504 hartree
SMILES ... CCOB(O)[C@](C#N)(CC#N)CCC(F)(F)C(F)(F)C(F)(F)C(F)(F)C(F)(F)C(F)(F)F.COCCOC
E_tot ... -2432.69338 hartree
Strongest force on any atom ... 5.12 eV Å⁻¹
HOMO level ... -0.34924 Ha

***

Record 4
Formula: C18H22Br2Cl16NO
Source: the Open Molecules 2025 dataset
Level of theory: ωB97M-V with the def2-TZVPD basis set

Geometry (Å):
C  1.280  0.761  3.380
C  0.510  1.520  2.633
C  -0.212  1.063  1.352
C  0.295  1.791  0.105
Br  -0.978  2.818  -0.936
C  1.509  1.825  -0.354
C  1.960  2.609  -1.555
Br  2.901  0.828  0.507
C  -1.709  1.373  1.668
C  -2.735  0.498  0.904
C  -3.509  -0.369  1.928
C  -3.806  1.464  0.303
N  -2.153  -0.274  -0.203
O  -3.025  -1.009  -0.777
C  -0.999  -1.114  0.195
C  -0.136  -1.284  -1.081
C  -1.345  -2.530  0.655
C  -0.097  -0.475  1.273
H  2.021  0.083  2.993
H  1.158  0.825  4.452
H  0.344  2.559  2.892
H  1.921  2.020  -2.463
H  1.460  3.564  -1.624
H  3.012  2.828  -1.377
H  -1.911  2.435  1.615
H  -1.809  1.106  2.720
H  -2.779  -0.818  2.600
H  -4.085  0.315  2.542
H  -4.146  -1.102  1.451
H  -3.455  2.486  0.233
H  -4.127  1.154  -0.687
H  -4.690  1.465  0.932
H  0.716  -1.924  -0.877
H  0.123  -0.319  -1.507
H  -0.771  -1.799  -1.802
H  -1.892  -2.566  1.589
H  -0.391  -3.017  0.871
H  -1.810  -3.132  -0.114
H  0.912  -0.837  1.127
H  -0.438  -0.843  2.240
C  1.999  -1.580  -4.807
Cl  2.360  -0.711  -6.307
Cl  1.566  -0.420  -3.550
Cl  0.651  -2.688  -5.079
Cl  3.418  -2.488  -4.292
C  -6.213  -3.059  -0.416
Cl  -5.928  -2.073  -1.850
Cl  -6.489  -2.008  0.980
Cl  -7.635  -4.079  -0.673
Cl  -4.803  -4.080  -0.109
C  5.033  -2.841  -0.455
Cl  4.145  -4.017  0.523
Cl  5.967  -1.777  0.608
Cl  6.132  -3.694  -1.548
Cl  3.896  -1.881  -1.397
C  5.758  4.684  0.114
Cl  4.141  4.863  0.808
Cl  6.001  3.004  -0.371
Cl  5.912  5.734  -1.300
Cl  6.970  5.134  1.318

Summary:
HOMO-LUMO gap (alpha / beta) ... 0.3233 / 0.3293 hartree
Multiplicity ... 2
E_tot ... -13339.94867 hartree
Strongest force on any atom ... 2.86 eV Å⁻¹
Energy relative to the best compared isomer or geometry (same formula, charge and spin) ... 24.17 kcal/mol
HOMO level (alpha / beta) ... -0.31759 / -0.32842 Ha

***

Record 5
Formula: C18H22Br6F12O8
Source: the Open Molecules 2025 dataset
Level of theory: ωB97M-V with the def2-TZVPD basis set

Geometry (Å):
C  -2.120  0.867  6.135
Br  -0.863  -0.587  6.003
Br  -3.543  0.720  4.848
Br  -1.231  2.583  5.924
H  -2.533  0.809  7.131
C  0.133  0.978  2.696
Br  0.388  0.018  1.032
Br  -0.353  2.819  2.343
Br  1.763  0.986  3.783
H  -0.691  0.523  3.230
C  -3.580  -6.371  0.197
C  -2.487  -5.356  0.441
O  -2.989  -4.189  1.053
C  -2.214  -3.144  1.218
O  -1.095  -3.024  0.833
C  -2.918  -1.987  1.923
F  -4.136  -2.292  2.330
F  -2.204  -1.580  2.948
F  -3.038  -0.975  1.075
H  -4.120  -6.642  1.106
H  -3.234  -7.298  -0.253
H  -4.320  -5.929  -0.476
H  -1.969  -5.162  -0.503
H  -1.714  -5.771  1.099
C  -3.731  -3.654  -4.719
C  -2.242  -3.427  -4.984
O  -1.726  -2.322  -4.269
C  -1.405  -2.527  -2.988
O  -1.355  -3.587  -2.461
C  -0.909  -1.225  -2.350
F  -0.355  -0.393  -3.218
F  -1.890  -0.551  -1.710
F  -0.015  -1.554  -1.391
H  -4.199  -4.226  -5.518
H  -4.201  -2.687  -4.539
H  -3.892  -4.262  -3.826
H  -2.092  -3.179  -6.035
H  -1.718  -4.377  -4.865
C  0.055  2.572  -1.491
C  0.007  4.101  -1.507
O  0.816  4.574  -0.416
C  0.735  5.823  -0.034
O  -0.012  6.655  -0.451
C  1.685  6.149  1.154
F  0.999  6.194  2.294
F  2.649  5.249  1.276
F  2.212  7.350  0.948
H  1.093  2.253  -1.628
H  -0.645  2.155  -2.204
H  -0.114  2.195  -0.477
H  -1.002  4.442  -1.272
H  0.423  4.497  -2.431
C  4.073  -0.041  -0.452
C  3.694  1.147  0.412
O  4.497  2.303  0.199
C  5.723  2.299  0.662
O  6.207  1.413  1.303
C  6.538  3.559  0.327
F  5.979  4.268  -0.658
F  6.601  4.352  1.416
F  7.780  3.202  0.016
H  5.074  -0.408  -0.235
H  4.083  0.212  -1.516
H  3.315  -0.811  -0.317
H  3.692  0.850  1.466
H  2.642  1.424  0.375

Summary:
HOMO-LUMO gap ... 0.3670 hartree
E_tot ... -17943.51382 hartree
Strongest force on any atom ... 2.18 eV Å⁻¹
Energy relative to the best compared isomer or geometry (same formula, charge and spin) ... 0.68 kcal/mol
HOMO level ... -0.37235 Ha

***

Record 6
Formula: C18H22BrCuI
Source: the Open Molecules 2025 dataset
Level of theory: ωB97M-V with the def2-TZVPD basis set

Geometry (Å):
Cu  -0.127  0.634  -0.725
C  0.439  -1.727  1.585
C  -0.620  -0.958  0.834
C  -0.961  -1.333  -0.490
C  -0.386  -2.601  -1.081
C  -1.917  -0.567  -1.211
C  -2.257  -0.948  -2.631
C  -2.565  0.521  -0.585
C  -3.666  1.257  -1.309
C  -2.235  0.869  0.739
C  -2.877  2.072  1.382
C  -1.301  0.107  1.461
C  -1.054  0.393  2.919
H  -0.004  -2.530  2.179
H  0.986  -1.076  2.264
H  1.161  -2.177  0.907
H  0.585  -2.445  -1.555
H  -1.055  -3.022  -1.826
H  -0.256  -3.353  -0.305
H  -3.069  -1.680  -2.654
H  -1.403  -1.386  -3.141
H  -2.574  -0.085  -3.211
H  -3.291  2.116  -1.870
H  -4.412  1.623  -0.608
H  -4.178  0.604  -2.010
H  -3.782  1.797  1.929
H  -3.155  2.818  0.642
H  -2.199  2.549  2.086
H  -0.212  1.072  3.057
H  -0.831  -0.523  3.462
H  -1.927  0.841  3.386
Br  2.760  1.696  2.364
C  3.552  1.023  0.791
C  4.658  0.194  0.920
C  5.287  -0.307  -0.208
C  4.821  0.019  -1.473
C  3.720  0.847  -1.612
C  3.088  1.340  -0.479
I  1.411  2.580  -0.782
H  5.026  -0.047  1.907
H  6.150  -0.948  -0.094
H  5.316  -0.365  -2.355
H  3.354  1.110  -2.595

Summary:
HOMO-LUMO gap ... 0.3312 hartree
E_tot ... -5211.08854 hartree
Total charge ... +1
Strongest force on any atom ... 0.34 eV Å⁻¹
Energy relative to the best compared isomer or geometry (same formula, charge and spin) ... 3.55 kcal/mol
HOMO level ... -0.44053 Ha

***

- What is the E_tot in the third record?
  -2432.69338 hartree